{"formula": "C5H11N", "method": "the ωB97M-V functional and the def2-TZVPD basis", "e_above_lowest_kj_mol": 214.3, "charge": 1, "lumo_ev": [-4.2, -7.8], "spin_multiplicity": 2, "symbols": ["C", "C", "C", "H", "H", "H", "H", "H", "H", "C", "C", "N", "H", "H", "H", "H", "H"], "coordinates": [[2.06300, 1.46875, 0.26492], [0.63509, 1.93615, 0.28947], [-0.35233, 1.39236, 1.00234], [2.63548, 2.06110, -0.43878], [2.55082, 1.56163, 1.22321], [2.12752, 0.43316, -0.05155], [0.37962, 2.71120, -0.42584], [-1.26347, 1.97120, 1.06310], [-0.09718, 0.62140, 1.72736], [-0.82236, -2.31514, 0.50679], [-0.43807, -1.69449, -0.67166], [-1.17472, -0.82177, -1.32047], [-1.82465, -2.25652, 0.90247], [-0.11465, -2.92256, 1.04773], [0.51492, -1.91440, -1.14365], [-1.81767, -0.28300, -0.74080], [-0.66044, -0.13896, -1.87812]], "forces_ev_per_a": [[-0.2, 0.2, -0.4], [-0.1, -0.6, -0.5], [0.8, 0.8, 0.3], [0.1, 0.0, -0.1], [0.0, 0.0, 0.4], [0.1, -0.3, 0.0], [0.0, 0.3, 0.3], [-0.4, -0.5, 0.0], [-0.4, 0.0, 0.0], [-0.1, -0.4, 0.2], [0.5, -0.3, -0.6], [0.5, 1.7, 1.1], [-0.1, 0.2, 0.0], [0.1, -0.1, 0.0], [0.0, -0.2, 0.2], [-0.7, -0.4, -0.2], [-0.1, -0.5, -0.7]]}